# 1
58
Properties=species:S:1:pos:R:3:mulliken_charge:R:1 method="wB97M-V/def2-TZVPD" smiles="CCOC(=O)C[C@@H]1CCCCN1Cc1cn(C)nc1-c1ccc2c(c1)OCCO2" lumo_energy_ev=0.7405 orbital_gap_ev=8.65 total_charge=0 de_lowest_ev=1.1884 homo_ev=-7.91
C 1.13529 5.42596 -4.38550 -1.22
C 1.42566 4.29465 -3.40928 -0.28
O 0.58357 3.16666 -3.64663 -0.23
C -0.63872 3.19956 -3.10561 0.49
O -1.06976 4.12700 -2.47388 -0.62
C -1.39472 1.92254 -3.39189 -0.98
C -0.62139 0.72805 -2.79235 -0.35
C -1.45954 -0.56116 -2.85555 -0.92
C -2.57750 -0.56353 -1.81719 -1.02
C -1.98029 -0.31892 -0.43601 0.12
C -1.19732 0.99805 -0.44003 -1.27
N -0.17183 1.07943 -1.45870 0.51
C 1.16345 0.65577 -1.08701 -1.35
C 1.37279 -0.82143 -0.92355 1.84
C 1.69002 -1.71538 -1.92586 -1.59
N 1.68158 -2.95114 -1.38601 0.61
C 1.96636 -4.19672 -2.03600 -0.94
N 1.37425 -2.91696 -0.09624 -0.86
C 1.18890 -1.64003 0.21973 -0.37
C 0.82664 -1.26072 1.58372 0.34
C 1.40924 -0.16734 2.22113 -0.39
C 1.05271 0.15966 3.51295 -1.10
C 0.10122 -0.58840 4.19420 0.64
C -0.50136 -1.67624 3.55628 0.17
C -0.12211 -2.01211 2.26608 -0.45
O -1.47329 -2.43089 4.16746 -0.46
C -2.01554 -1.81602 5.31333 -0.45
C -0.89761 -1.24595 6.18537 -0.45
O -0.20396 -0.23760 5.48728 -0.47
H 1.23805 5.07583 -5.40998 0.29
H 0.12239 5.79098 -4.23588 0.31
H 1.83235 6.24185 -4.21702 0.39
H 2.44457 3.92080 -3.53267 0.35
H 1.27505 4.63552 -2.37996 0.36
H -1.48608 1.79153 -4.47057 0.52
H -2.38662 2.01480 -2.95496 0.33
H 0.27585 0.59119 -3.40540 0.67
H -1.86986 -0.67398 -3.86109 0.47
H -0.80291 -1.41179 -2.66036 0.19
H -3.30724 0.21603 -2.04496 0.37
H -3.09963 -1.52295 -1.84116 0.44
H -2.76601 -0.26811 0.31939 0.46
H -1.31557 -1.14288 -0.17540 -0.25
H -0.72611 1.15238 0.53272 0.65
H -1.89509 1.82657 -0.60992 0.29
H 1.40585 1.17351 -0.15724 0.58
H 1.84286 1.02158 -1.86548 0.36
H 1.92140 -1.55493 -2.96054 0.55
H 1.26841 -4.37204 -2.85753 0.30
H 1.85963 -4.98622 -1.29518 0.33
H 2.98524 -4.20339 -2.42873 0.31
H 2.17348 0.40737 1.72155 0.62
H 1.50726 0.99282 4.02518 0.45
H -0.58063 -2.86734 1.79714 0.46
H -2.57866 -2.58610 5.84284 0.34
H -2.69183 -1.00130 5.01820 0.28
H -1.29570 -0.78154 7.08888 0.34
H -0.20703 -2.05583 6.45959 0.29



# 2
59
Properties=species:S:1:pos:R:3:mulliken_charge:R:1 method="wB97M-V/def2-TZVPD" smiles="CCOc1ccc(-c2nc(CSCC(=O)NCCCN3CCCC3=O)c(C)o2)cc1" lumo_energy_ev=0.6430 orbital_gap_ev=8.16 total_charge=0 de_lowest_ev=0.1564 homo_ev=-7.52
C 1.91944 -7.92173 1.39526 -1.04
C 0.93139 -8.25276 0.28036 -0.41
O -0.26303 -7.50262 0.37213 -0.47
C -0.28628 -6.20286 -0.02122 0.97
C -1.49892 -5.53714 0.19289 -0.57
C -1.65773 -4.22596 -0.18419 -0.57
C -0.60447 -3.53564 -0.79038 0.11
C -0.78788 -2.16308 -1.19644 0.46
N -1.87548 -1.45872 -1.06165 -0.53
C -1.59341 -0.23707 -1.60732 0.33
C -2.59306 0.85074 -1.63879 -0.95
S -2.13334 2.23798 -0.53155 -0.14
C -2.10490 1.33852 1.05699 -0.56
C -1.47286 2.21419 2.12561 0.45
O -2.04915 2.50871 3.15213 -0.67
N -0.21530 2.59805 1.83332 0.04
C 0.46237 3.60369 2.61346 -1.10
C 0.08450 5.02125 2.16307 -0.51
C 0.30700 5.23326 0.66120 -1.02
N 1.68140 5.05761 0.26260 0.27
C 2.67210 6.09154 0.46033 -0.62
C 3.84909 5.63088 -0.40589 -0.59
C 3.67143 4.11481 -0.46589 -0.56
C 2.18689 3.91027 -0.21714 0.41
O 1.56081 2.88235 -0.40483 -0.80
C -0.29814 -0.24439 -2.05345 0.76
C 0.54369 0.79386 -2.68937 -1.01
O 0.21161 -1.47347 -1.79489 -0.39
C 0.60243 -4.19572 -1.00176 -0.94
C 0.76487 -5.51428 -0.62169 -0.25
H 2.23362 -6.88232 1.34082 0.34
H 2.79409 -8.56102 1.31180 0.35
H 1.45093 -8.08738 2.36207 0.30
H 0.60447 -9.29247 0.37254 0.31
H 1.39557 -8.12492 -0.70529 0.33
H -2.30254 -6.08553 0.65831 0.42
H -2.58969 -3.70870 -0.02327 0.47
H -2.66423 1.30374 -2.62726 0.43
H -3.56547 0.47495 -1.32392 0.39
H -1.52213 0.42881 0.90832 0.32
H -3.12655 1.08842 1.34177 0.46
H 0.17213 2.41585 0.91157 0.16
H 0.16866 3.47021 3.65737 0.42
H 1.53908 3.44251 2.51857 0.35
H 0.66311 5.74687 2.73737 0.40
H -0.97335 5.18085 2.37328 0.44
H -0.00544 6.24422 0.38333 0.42
H -0.29474 4.51584 0.09636 0.30
H 2.95523 6.15402 1.51900 0.29
H 2.27465 7.06211 0.15310 0.34
H 3.76241 6.05582 -1.40622 0.30
H 4.80803 5.92871 0.01256 0.33
H 4.22063 3.60807 0.33069 0.26
H 3.97256 3.67452 -1.41434 0.35
H 1.37139 0.32520 -3.21531 0.38
H 0.94384 1.47090 -1.93309 -0.11
H -0.05224 1.37978 -3.38573 0.33
H 1.42095 -3.66903 -1.46900 0.45
H 1.71422 -5.99250 -0.80571 0.35



# 3
60
Properties=species:S:1:pos:R:3:mulliken_charge:R:1 method="wB97M-V/def2-TZVPD" smiles="CCOc1ccc(S(=O)(=O)NCCC(=O)N2CCN(c3ccc(OC)cc3)CC2)cc1" lumo_energy_ev=0.5132 orbital_gap_ev=8.29 total_charge=0 de_lowest_ev=2.0838 homo_ev=-7.77
C 3.04916 3.31654 -0.78707 -1.21
C 2.68888 2.03736 -1.53449 0.30
O 1.39049 2.07223 -2.10223 -0.48
C 0.30094 1.87214 -1.32755 0.26
C 0.31761 1.58318 0.03792 0.26
C -0.87879 1.39238 0.71095 -0.66
C -2.07865 1.47391 0.03687 -0.14
S -3.60792 1.36736 0.95932 1.38
O -4.44969 2.44005 0.52531 -0.75
O -3.27416 1.24777 2.35109 -0.71
N -4.38795 -0.03716 0.54745 -0.21
C -4.00251 -1.27176 1.18821 -0.62
C -3.59407 -2.36368 0.19331 -0.99
C -2.56964 -1.86641 -0.81260 0.76
O -2.93572 -1.40887 -1.88273 -0.65
N -1.26009 -1.98224 -0.50254 0.22
C -0.69963 -2.19450 0.81351 0.47
C 0.47656 -3.18360 0.72681 -1.80
N 1.46914 -2.78785 -0.24361 0.15
C 2.46433 -1.87077 0.10748 0.83
C 3.53258 -1.65413 -0.77282 -0.26
C 4.55640 -0.79112 -0.45931 -0.82
C 4.56889 -0.10648 0.75752 0.72
O 5.61475 0.75058 0.95590 -0.48
C 5.68827 1.43906 2.17945 -0.87
C 3.53652 -0.33740 1.65418 -0.81
C 2.50354 -1.20440 1.33040 -0.56
C 0.84530 -2.65599 -1.54587 -1.43
C -0.27032 -1.60663 -1.49626 0.09
C -2.11105 1.75171 -1.31841 -0.55
C -0.92872 1.94811 -1.99664 -0.68
H 2.37896 3.48366 0.05262 0.23
H 4.06843 3.23852 -0.41898 0.41
H 2.97854 4.17026 -1.45604 0.37
H 3.35297 1.91457 -2.39405 0.40
H 2.80227 1.16061 -0.88771 -0.34
H 1.24539 1.50519 0.58267 0.38
H -0.89732 1.20624 1.77392 0.50
H -4.63362 -0.10769 -0.42651 0.34
H -3.19506 -1.02412 1.88147 0.37
H -4.85027 -1.63765 1.78215 0.31
H -4.47562 -2.63948 -0.38980 0.38
H -3.24715 -3.24747 0.72768 0.38
H -1.44984 -2.58167 1.49953 0.59
H -0.34265 -1.22935 1.19466 -0.40
H 0.94220 -3.30584 1.70484 0.50
H 0.09098 -4.15959 0.41058 0.46
H 3.57069 -2.18522 -1.71071 0.48
H 5.37175 -0.62970 -1.14617 0.43
H 4.82551 2.09835 2.32458 0.32
H 5.76395 0.74932 3.02633 0.36
H 6.59391 2.04110 2.12566 0.24
H 3.51108 0.15431 2.61418 0.42
H 1.72656 -1.34444 2.06495 0.30
H 1.57781 -2.36094 -2.29406 0.39
H 0.43075 -3.62943 -1.82588 0.34
H -0.78007 -1.52040 -2.45623 0.60
H 0.16459 -0.63589 -1.23658 -0.40
H -3.06106 1.82752 -1.82114 0.42
H -0.91850 2.16864 -3.05168 0.47



What did the second record say?
59
Properties=species:S:1:pos:R:3:mulliken_charge:R:1 method="wB97M-V/def2-TZVPD" smiles="CCOc1ccc(-c2nc(CSCC(=O)NCCCN3CCCC3=O)c(C)o2)cc1" lumo_energy_ev=0.6430 orbital_gap_ev=8.16 total_charge=0 de_lowest_ev=0.1564 homo_ev=-7.52
C 1.91944 -7.92173 1.39526 -1.04
C 0.93139 -8.25276 0.28036 -0.41
O -0.26303 -7.50262 0.37213 -0.47
C -0.28628 -6.20286 -0.02122 0.97
C -1.49892 -5.53714 0.19289 -0.57
C -1.65773 -4.22596 -0.18419 -0.57
C -0.60447 -3.53564 -0.79038 0.11
C -0.78788 -2.16308 -1.19644 0.46
N -1.87548 -1.45872 -1.06165 -0.53
C -1.59341 -0.23707 -1.60732 0.33
C -2.59306 0.85074 -1.63879 -0.95
S -2.13334 2.23798 -0.53155 -0.14
C -2.10490 1.33852 1.05699 -0.56
C -1.47286 2.21419 2.12561 0.45
O -2.04915 2.50871 3.15213 -0.67
N -0.21530 2.59805 1.83332 0.04
C 0.46237 3.60369 2.61346 -1.10
C 0.08450 5.02125 2.16307 -0.51
C 0.30700 5.23326 0.66120 -1.02
N 1.68140 5.05761 0.26260 0.27
C 2.67210 6.09154 0.46033 -0.62
C 3.84909 5.63088 -0.40589 -0.59
C 3.67143 4.11481 -0.46589 -0.56
C 2.18689 3.91027 -0.21714 0.41
O 1.56081 2.88235 -0.40483 -0.80
C -0.29814 -0.24439 -2.05345 0.76
C 0.54369 0.79386 -2.68937 -1.01
O 0.21161 -1.47347 -1.79489 -0.39
C 0.60243 -4.19572 -1.00176 -0.94
C 0.76487 -5.51428 -0.62169 -0.25
H 2.23362 -6.88232 1.34082 0.34
H 2.79409 -8.56102 1.31180 0.35
H 1.45093 -8.08738 2.36207 0.30
H 0.60447 -9.29247 0.37254 0.31
H 1.39557 -8.12492 -0.70529 0.33
H -2.30254 -6.08553 0.65831 0.42
H -2.58969 -3.70870 -0.02327 0.47
H -2.66423 1.30374 -2.62726 0.43
H -3.56547 0.47495 -1.32392 0.39
H -1.52213 0.42881 0.90832 0.32
H -3.12655 1.08842 1.34177 0.46
H 0.17213 2.41585 0.91157 0.16
H 0.16866 3.47021 3.65737 0.42
H 1.53908 3.44251 2.51857 0.35
H 0.66311 5.74687 2.73737 0.40
H -0.97335 5.18085 2.37328 0.44
H -0.00544 6.24422 0.38333 0.42
H -0.29474 4.51584 0.09636 0.30
H 2.95523 6.15402 1.51900 0.29
H 2.27465 7.06211 0.15310 0.34
H 3.76241 6.05582 -1.40622 0.30
H 4.80803 5.92871 0.01256 0.33
H 4.22063 3.60807 0.33069 0.26
H 3.97256 3.67452 -1.41434 0.35
H 1.37139 0.32520 -3.21531 0.38
H 0.94384 1.47090 -1.93309 -0.11
H -0.05224 1.37978 -3.38573 0.33
H 1.42095 -3.66903 -1.46900 0.45
H 1.71422 -5.99250 -0.80571 0.35